1.
Entry from the OMol25 dataset: a structure of composition CH2CoF3O3S (wB97M-V/def2-TZVPD).

Last column: natural (NBO) charge in e.
Cartesian coordinates (Å):
Co 1.0323 1.7470 0.4363  0.945
O 0.9253 -0.5522 0.7346  -0.832
H 1.7472 0.0149 -1.0459  0.493
H 2.7916 0.7413 -1.9417  0.534
S -0.3673 -0.3265 1.5392  1.611
O 2.0084 0.8855 -1.4041  -0.991
O -0.5395 1.2042 1.4878  -0.850
C -1.6644 -0.8327 0.2702  0.856
F -1.4402 -2.0846 -0.1085  -0.253
F -2.8692 -0.7554 0.8220  -0.255
F -1.6241 -0.0415 -0.7899  -0.258

multiplicity	6
total energy	-2345.1178	a.u.
expectation value of S²	8.7624
net charge	+1


2.
Entry from the OMol25 dataset: a structure of composition C39H22Cl100F2NO3P (wB97M-V/def2-TZVPD).

Last column: Löwdin charge in e.
Cartesian coordinates (Å):
C 4.3878 -1.6021 0.8421  -0.127
C 3.1817 -1.8056 0.8022  -0.142
C 1.7289 -2.2021 0.3120  -0.231
P 0.8700 -0.7506 -0.6070  0.890
C 1.2904 0.9366 0.2050  -0.269
C 0.3477 2.1308 -0.2672  -0.122
C -0.3719 -0.9845 -2.0211  -0.203
C -1.5316 0.0739 -2.0994  -0.180
C -2.0058 0.4205 -3.4017  -0.194
C -0.5229 -0.8803 0.7137  -0.338
C -1.4432 -2.1853 0.6313  -0.235
C -2.9740 -1.9318 0.2613  -0.180
C -3.4499 -3.0967 -0.7130  -0.230
O -3.9914 -2.5833 -1.9664  -0.143
N 2.1958 -0.5896 -1.8137  -0.083
C 2.3306 0.6295 -2.5369  -0.437
O 1.6685 1.0603 -3.4287  0.184
F 3.4471 1.4324 -2.1775  0.002
C 2.6959 -1.7484 -2.4357  -0.470
O 2.1224 -2.7327 -2.7883  0.134
F 4.1183 -1.7678 -2.6339  -0.143
H 5.5065 -1.6323 0.9170  0.006
H 1.2013 -2.4543 1.2894  0.003
H 1.7149 -3.1657 -0.2743  0.106
H 1.1276 0.8665 1.3334  0.100
H 2.4069 1.1742 0.1303  0.076
H 0.2462 2.2371 -1.3910  0.064
H 0.8368 3.0933 0.1073  0.085
H -0.6733 2.0996 0.2194  0.069
H -0.8822 -2.0081 -2.0119  0.110
H 0.1077 -0.9704 -3.0601  0.102
H -2.0687 0.5655 -1.2444  0.087
H -1.2895 1.0504 -4.0195  0.002
H -3.0179 0.1296 -3.7959  0.041
H -0.1350 -0.8366 1.7892  0.090
H -1.2283 0.0206 0.6535  0.056
H -0.9192 -2.9312 -0.0555  0.087
H -1.4435 -2.6918 1.6569  0.113
H -3.2104 -0.8936 -0.1025  0.074
H -3.5720 -2.0696 1.2242  0.060
H -2.6215 -3.8238 -1.0002  0.115
H -4.2693 -3.7492 -0.2509  0.119
H -3.6765 -3.1786 -2.6673  0.076
C 3.2236 -4.7082 3.9134  -2.006
Cl 2.9044 -5.0504 5.6242  0.531
Cl 3.3941 -6.2299 3.0213  0.504
Cl 1.8734 -3.7777 3.2317  0.571
Cl 4.7218 -3.7706 3.7680  0.525
C -5.4155 0.5801 2.9399  -1.984
Cl -5.7666 -1.1111 2.5373  0.558
Cl -4.9597 0.7023 4.6505  0.482
Cl -4.0759 1.1639 1.9330  0.542
Cl -6.8558 1.5684 2.6378  0.511
C -2.2299 4.2641 -4.7967  -1.964
Cl -2.3313 5.7577 -3.8407  0.495
Cl -3.6466 4.1447 -5.8586  0.525
Cl -0.7529 4.2886 -5.7793  0.527
Cl -2.1911 2.8590 -3.7034  0.606
C -1.5384 3.0312 6.2291  -1.970
Cl -2.8805 2.1396 5.4795  0.462
Cl -0.5620 1.9165 7.2058  0.504
Cl -0.5264 3.7520 4.9612  0.526
Cl -2.1869 4.3175 7.2680  0.470
C 6.1688 2.0591 0.1729  -1.958
Cl 5.5898 0.4782 0.7522  0.618
Cl 5.0451 3.3306 0.6911  0.491
Cl 7.7788 2.3722 0.8494  0.511
Cl 6.2673 2.0420 -1.5971  0.560
C 7.3392 -7.9866 1.9436  -2.023
Cl 6.0546 -8.8679 1.0952  0.488
Cl 8.3185 -9.1266 2.8876  0.521
Cl 8.3698 -7.1615 0.7580  0.519
Cl 6.6121 -6.7882 3.0295  0.487
C -6.7227 2.4453 -3.4375  -2.007
Cl -6.3978 4.0850 -2.8461  0.507
Cl -8.0559 1.7316 -2.5100  0.495
Cl -7.1658 2.5140 -5.1548  0.523
Cl -5.2671 1.4496 -3.2408  0.524
C 4.7109 7.3177 1.6643  -2.007
Cl 6.3314 6.7608 1.2042  0.519
Cl 4.2445 8.6912 0.6437  0.480
Cl 3.5457 5.9952 1.4498  0.489
Cl 4.7193 7.8222 3.3661  0.519
C -11.2521 -0.2593 -0.9842  -2.011
Cl -12.5441 -1.0808 -0.0876  0.531
Cl -11.8761 1.2556 -1.6652  0.509
Cl -9.9045 0.0988 0.1133  0.505
Cl -10.6826 -1.3090 -2.2960  0.453
C 5.0061 -4.9950 -4.8508  -1.977
Cl 4.8202 -3.5181 -3.8875  0.658
Cl 3.6289 -5.1526 -5.9599  0.504
Cl 6.5165 -4.9106 -5.7851  0.489
Cl 5.0590 -6.4035 -3.7702  0.506
C 10.8237 -0.3647 1.2111  -2.027
Cl 10.7923 0.4975 -0.3410  0.504
Cl 11.9891 -1.7032 1.1233  0.496
Cl 11.3051 0.7571 2.4981  0.528
Cl 9.2101 -1.0143 1.5636  0.491
C -7.6759 -3.4779 -3.4780  -2.026
Cl -7.9282 -4.1536 -1.8569  0.519
Cl -9.2205 -3.4403 -4.3505  0.502
Cl -7.0388 -1.8310 -3.3395  0.508
Cl -6.5185 -4.4885 -4.3667  0.524
C -7.3096 6.7486 0.4392  -2.023
Cl -7.3887 8.2501 1.3812  0.521
Cl -8.7291 6.6381 -0.6191  0.522
Cl -5.8332 6.7484 -0.5453  0.504
Cl -7.2868 5.3598 1.5398  0.476
C -12.4260 0.1520 -5.6254  -2.023
Cl -12.9737 -1.4090 -4.9832  0.508
Cl -13.5552 1.4258 -5.1242  0.515
Cl -10.8070 0.5172 -4.9991  0.474
Cl -12.3710 0.0746 -7.3972  0.523
C 1.1613 10.9377 -0.6647  -2.002
Cl 2.7860 10.3876 -1.1205  0.468
Cl 0.6984 12.3249 -1.6717  0.524
Cl -0.0005 9.6155 -0.9048  0.495
Cl 1.1620 11.4204 1.0416  0.500
C -10.4572 5.0554 4.2620  -2.022
Cl -10.7033 4.3923 5.8889  0.523
Cl -12.0072 5.1025 3.4012  0.524
Cl -9.7982 6.6978 4.3854  0.518
Cl -9.3177 4.0290 3.3705  0.457
C 0.9624 8.4368 -4.7812  -2.000
Cl 0.8556 9.8867 -3.7661  0.473
Cl -0.4150 8.3936 -5.8988  0.519
Cl 2.4753 8.4728 -5.7082  0.527
Cl 0.9353 6.9924 -3.7506  0.498
C 5.6898 -6.3056 -9.9286  -2.031
Cl 5.8516 -4.5413 -9.8361  0.515
Cl 7.1678 -6.9996 -10.6236  0.516
Cl 5.4374 -6.9604 -8.3005  0.486
Cl 4.3027 -6.7195 -10.9550  0.516
C -0.3775 3.6446 10.7493  -2.007
Cl -0.7386 1.9511 10.3652  0.499
Cl 0.0899 3.7783 12.4556  0.529
Cl 0.9573 4.2079 9.7273  0.503
Cl -1.8199 4.6369 10.4506  0.486
C 3.9471 -12.5460 0.3233  -2.002
Cl 5.3501 -12.5891 1.4071  0.502
Cl 2.5535 -13.2929 1.1274  0.511
Cl 3.5632 -10.8610 -0.0795  0.473
Cl 4.3208 -13.4386 -1.1645  0.524
C 1.5727 -9.7804 -3.9571  -2.024
Cl 0.2889 -10.6528 -4.8172  0.520
Cl 2.5417 -10.9298 -3.0150  0.480
Cl 2.6130 -8.9509 -5.1304  0.505
Cl 0.8462 -8.5861 -2.8635  0.515
C 9.1401 -3.0439 -2.4079  -2.002
Cl 9.0024 -4.7848 -2.7238  0.514
Cl 7.5878 -2.4276 -1.8063  0.507
Cl 10.4006 -2.7587 -1.1906  0.476
Cl 9.5670 -2.2023 -3.9104  0.528
C 1.2605 12.7125 4.8039  -2.029
Cl 1.2547 13.6178 3.2776  0.494
Cl 2.4455 11.3957 4.7042  0.511
Cl 1.6946 13.8004 6.1362  0.524
Cl -0.3532 12.0350 5.0946  0.509
C 0.2540 7.9782 8.5852  -2.011
Cl -0.0716 7.9512 10.3292  0.515
Cl 2.0078 7.9812 8.3114  0.518
Cl -0.4604 6.5410 7.8274  0.438
Cl -0.4579 9.4398 7.8734  0.512
C 4.5048 -14.4463 4.7817  -2.033
Cl 4.3246 -15.4173 6.2555  0.521
Cl 6.0303 -13.5423 4.8527  0.506
Cl 4.5168 -15.5175 3.3676  0.502
Cl 3.1483 -13.3090 4.6542  0.503

total energy	-48339.3409	a.u.


3.
Entry from the OMol25 dataset: a cluster of 5 separate species, C15H31Cl8F3NOS in total (wB97M-V/def2-TZVPD).

Last column: natural (NBO) charge in e.
Cartesian coordinates (Å):
N 0.6181 1.0726 3.4220  -0.829
C -0.1971 1.2677 2.2356  -0.220
C -0.2264 0.1287 1.2005  -0.428
C -0.4972 -1.2458 1.8070  -0.398
C -1.9413 -1.3539 2.2969  -0.428
C -2.2083 -2.7347 2.8996  -0.509
S -3.6179 -2.6309 4.0383  0.634
C -4.9941 -1.8322 3.1291  -0.203
O -5.6175 -0.9772 4.0407  -0.500
C -5.6409 0.3475 3.6736  1.165
F -6.3874 0.9698 4.5584  -0.280
F -6.1558 0.5200 2.4654  -0.302
F -4.4180 0.8790 3.7129  -0.314
H 0.2756 0.3339 4.0190  0.343
H 1.5905 0.9093 3.1958  0.366
H -1.2171 1.4909 2.5613  0.174
H 0.1415 2.1720 1.7286  0.211
H -1.0695 0.3421 0.5327  0.195
H 0.6816 0.0989 0.6009  0.240
H 0.1931 -1.4584 2.6256  0.211
H -0.3533 -2.0241 1.0530  0.217
H -2.1584 -0.5855 3.0467  0.217
H -2.6024 -1.1799 1.4460  0.214
H -2.3941 -3.4972 2.1458  0.254
H -1.3593 -3.0585 3.5018  0.270
H -4.0153 -3.9071 4.1817  0.184
H -5.6758 -2.6080 2.7861  0.248
H -4.5859 -1.3230 2.2589  0.252
Cl 2.7175 -0.5297 -0.4892  -0.070
C 2.9266 -2.0349 -1.4314  -0.387
C 1.8886 -3.0695 -1.0890  -0.383
Cl 2.0882 -3.7165 0.5637  -0.071
H 3.9311 -2.4022 -1.2557  0.248
H 2.8374 -1.7636 -2.4818  0.226
H 1.9789 -3.9108 -1.7738  0.234
H 0.8830 -2.6613 -1.1652  0.211
Cl -9.7739 4.0270 2.0887  -0.045
C -8.0976 3.6828 2.5779  -0.391
C -7.2378 4.9207 2.5791  -0.390
Cl -6.9532 5.5376 0.9333  -0.051
H -7.7027 2.9272 1.9025  0.213
H -8.1415 3.2635 3.5825  0.219
H -6.2627 4.6880 3.0052  0.216
H -7.6924 5.7161 3.1636  0.230
Cl 6.0997 -0.4550 -3.9348  -0.067
C 6.3462 -1.9336 -4.9011  -0.389
C 5.3202 -2.9845 -4.5733  -0.381
Cl 5.5376 -3.6346 -2.9233  -0.069
H 7.3565 -2.2886 -4.7173  0.231
H 6.2609 -1.6482 -5.9482  0.236
H 5.4122 -3.8236 -5.2601  0.232
H 4.3119 -2.5842 -4.6453  0.215
Cl 7.8189 1.2579 -7.1801  -0.068
C 7.9287 2.4530 -5.8610  -0.387
C 7.0270 3.6375 -6.0909  -0.389
Cl 7.5662 4.6406 -7.4606  -0.053
H 8.9688 2.7564 -5.7760  0.226
H 7.6347 1.9417 -4.9457  0.227
H 7.0325 4.2731 -5.2070  0.223
H 6.0062 3.3223 -6.2913  0.221

total energy	-5099.1918	a.u.
net charge	+1


4.
Entry from the OMol25 dataset: a structure of composition C6H18NO (wB97M-V/def2-TZVPD).

Last column: natural (NBO) charge in e.
Cartesian coordinates (Å):
C -2.0817 0.6906 -1.0513  -0.519
C -1.0431 -0.4088 -0.7444  -0.153
C 0.3494 -0.0171 -1.1305  -0.151
C 1.2074 -1.4649 -1.0821  -0.555
C 0.8489 1.2245 -0.2818  -0.417
C 1.9519 1.8377 -1.1220  -0.629
N -1.1102 -0.7630 0.6591  -0.087
H -2.0762 1.0042 -2.1084  0.279
H -3.0574 0.1288 -0.7238  0.242
H -1.9638 1.5059 -0.3939  0.254
H -1.2587 -1.3058 -1.3794  0.238
H 0.2747 0.4031 -2.0985  0.223
H 0.6556 -2.0035 -0.1689  0.202
H 1.0817 -1.9776 -2.0725  0.241
H 2.3475 -1.1945 -1.0151  0.267
H -0.0275 1.7368 0.1016  0.254
H 1.2992 0.6853 0.7192  0.221
H 2.4047 2.7708 -0.7043  0.246
H 2.7904 1.1939 -1.3619  0.224
H 1.5488 2.1241 -2.1041  0.209
H -1.3869 1.5571 2.9625  0.502
H 1.1149 -3.9632 5.7394  0.017
H -1.6659 -1.6141 0.5865  0.368
H 0.6398 -4.0141 5.1080  -0.017
H -1.5213 0.4543 1.6242  0.458
O -1.3220 1.4095 2.0425  -0.917

total energy	-368.8525	a.u.
net charge	+1


5.
Entry from the OMol25 dataset: a cluster of 2 separate species, C3H9NS2 in total (wB97M-V/def2-TZVPD).

Last column: natural (NBO) charge in e.
Cartesian coordinates (Å):
C 0.8655 -1.1536 1.6502  -0.729
S -0.1570 -1.6952 0.2541  0.025
S 0.1340 -1.2406 -1.7644  -0.109
H 1.0614 -0.1291 1.6104  0.234
H 0.2901 -1.2633 2.5298  0.239
H 1.8732 -1.6652 1.7261  0.218
H 1.4057 -0.9748 -1.7963  0.125
C -1.0601 2.3510 1.4985  -0.463
C -0.0482 2.6075 -0.7435  -0.051
N 0.1707 2.2702 0.4441  -0.405
H -1.3715 3.3333 1.7335  0.202
H -1.8562 1.6233 1.1020  0.209
H -0.6625 1.8092 2.4199  0.201
H 0.7528 2.4135 -1.5106  0.159
H -0.8627 3.1049 -1.1901  0.145

total energy	-970.7334	a.u.
structure (SMILES)	C=NC.CSS